No. 1
The following is a DFT calculation (ωB97M-V with the def2-TZVPD basis set) of C37H64CsF6GeN5O3P as an isolated structure.

Geometry (Å):
Cs (2.258, -0.240, 0.050)
C (-0.981, -2.752, 4.557)
C (0.387, -3.231, 4.100)
C (0.260, -4.382, 3.108)
C (1.234, -3.638, 5.299)
O (0.984, -2.100, 3.433)
Ge (2.676, -1.978, 2.941)
O (2.652, -2.623, 1.250)
C (3.730, -3.284, 0.534)
C (3.089, -3.907, -0.705)
C (4.362, -4.356, 1.409)
C (4.797, -2.270, 0.113)
O (2.816, -0.218, 2.592)
C (2.737, 0.882, 3.534)
C (3.438, 0.500, 4.831)
C (1.271, 1.213, 3.783)
C (3.447, 2.067, 2.878)
H (-1.520, -3.555, 5.062)
H (-1.570, -2.419, 3.700)
H (-0.880, -1.914, 5.246)
H (-0.200, -5.250, 3.582)
H (1.240, -4.680, 2.731)
H (-0.352, -4.083, 2.256)
H (0.746, -4.431, 5.867)
H (1.387, -2.784, 5.961)
H (2.211, -4.012, 4.980)
H (2.323, -4.624, -0.404)
H (3.855, -4.427, -1.280)
H (2.632, -3.149, -1.349)
H (3.612, -5.078, 1.738)
H (4.828, -3.911, 2.293)
H (5.138, -4.889, 0.860)
H (4.375, -1.485, -0.510)
H (5.576, -2.766, -0.464)
H (5.256, -1.815, 0.995)
H (2.911, -0.320, 5.330)
H (3.459, 1.344, 5.521)
H (4.465, 0.190, 4.634)
H (0.737, 0.337, 4.152)
H (0.789, 1.545, 2.860)
H (1.187, 2.012, 4.522)
H (4.481, 1.813, 2.646)
H (3.437, 2.900, 3.583)
H (2.945, 2.381, 1.957)
C (-1.121, -1.753, 0.385)
C (-2.082, -2.766, -0.131)
C (-2.977, -3.427, 0.677)
C (-3.807, -4.423, 0.159)
C (-3.756, -4.793, -1.191)
C (-2.901, -4.162, -2.058)
C (-2.778, -4.560, -3.494)
C (-2.099, -3.089, -1.531)
N (-1.302, -2.426, -2.366)
C (-1.188, -1.370, -3.049)
C (-0.032, -1.112, -3.938)
C (-2.242, -0.281, -2.939)
C (-3.633, -0.595, -3.415)
N (-1.781, 0.783, -2.452)
C (-2.603, 1.944, -2.315)
C (-2.847, 2.744, -3.429)
C (-2.262, 2.409, -4.775)
C (-3.618, 3.889, -3.249)
C (-4.110, 4.231, -2.000)
C (-3.811, 3.440, -0.901)
C (-3.041, 2.292, -1.037)
C (-2.672, 1.451, 0.153)
H (-1.447, -1.341, 1.337)
H (-0.973, -0.946, -0.329)
H (-0.157, -2.249, 0.545)
H (-3.032, -3.173, 1.727)
H (-4.498, -4.932, 0.819)
H (-4.394, -5.588, -1.554)
H (-3.570, -5.252, -3.768)
H (-1.816, -5.049, -3.667)
H (-2.818, -3.699, -4.163)
H (0.683, -1.929, -3.945)
H (0.464, -0.198, -3.601)
H (-0.408, -0.918, -4.946)
H (-3.631, -0.774, -4.493)
H (-4.294, 0.241, -3.196)
H (-4.027, -1.491, -2.932)
H (-1.240, 2.038, -4.683)
H (-2.241, 3.294, -5.409)
H (-2.848, 1.650, -5.301)
H (-3.818, 4.523, -4.103)
H (-4.704, 5.127, -1.878)
H (-4.170, 3.718, 0.082)
H (-3.181, 1.808, 1.047)
H (-1.593, 1.488, 0.329)
H (-2.946, 0.404, 0.006)
C (-1.575, 5.185, -1.604)
N (-0.402, 4.410, -1.252)
C (-0.020, 3.402, -2.218)
C (0.005, 4.265, 0.046)
N (0.521, 3.154, 0.460)
N (-0.210, 5.386, 0.849)
C (-0.070, 5.213, 2.277)
C (0.269, 6.679, 0.379)
H (-2.362, 4.521, -1.981)
H (-1.347, 5.915, -2.385)
H (-1.960, 5.709, -0.734)
H (0.021, 3.859, -3.208)
H (-0.733, 2.568, -2.241)
H (0.955, 3.006, -1.971)
H (0.878, 3.290, 1.400)
H (-0.640, 4.348, 2.613)
H (-0.465, 6.097, 2.777)
H (0.977, 5.092, 2.595)
H (0.225, 6.733, -0.704)
H (1.309, 6.851, 0.685)
H (-0.346, 7.477, 0.795)
F (1.556, 0.573, -2.153)
P (2.890, 0.743, -3.156)
F (1.899, 1.179, -4.338)
F (4.171, 0.859, -4.074)
F (3.028, 2.251, -2.647)
F (3.821, 0.267, -1.876)
F (2.701, -0.819, -3.536)

As for the total charge: +1. As for the largest force on an atom: 2.39 eV/Å. Its HOMO-LUMO gap (alpha / beta) is 5.63 / 3.96 eV. The multiplicity is 1. For the HOMO energy (alpha / beta), the calculation gives -9.8 / -9.8 eV.

Löwdin population analysis, charges in e, atoms 1 to 99:
1. Cs 1.601
2. C -0.020
3. C -0.679
4. C -0.018
5. C -0.042
6. O -0.252
7. Ge 0.940
8. O -0.468
9. C -0.694
10. C -0.016
11. C -0.040
12. C -0.061
13. O -0.524
14. C -0.671
15. C -0.040
16. C -0.017
17. C -0.021
18. H 0.095
19. H 0.068
20. H 0.093
21. H 0.097
22. H 0.074
23. H 0.072
24. H 0.096
25. H 0.091
26. H 0.074
27. H 0.090
28. H 0.099
29. H 0.075
30. H 0.086
31. H 0.076
32. H 0.098
33. H -0.010
34. H 0.104
35. H 0.097
36. H 0.075
37. H 0.097
38. H 0.094
39. H 0.075
40. H 0.072
41. H 0.098
42. H 0.096
43. H 0.096
44. H 0.065
45. C -0.031
46. C -0.156
47. C -0.012
48. C 0.002
49. C -0.012
50. C -0.176
51. C -0.012
52. C -0.137
53. N 0.266
54. C -0.176
55. C 0.021
56. C -0.249
57. C 0.032
58. N 0.197
59. C -0.236
60. C -0.223
61. C -0.012
62. C -0.061
63. C -0.114
64. C -0.045
65. C -0.193
66. C -0.021
67. H 0.096
68. H 0.056
69. H 0.075
70. H 0.118
71. H 0.123
72. H 0.126
73. H 0.091
74. H 0.103
75. H 0.082
76. H 0.097
77. H 0.048
78. H 0.119
79. H 0.099
80. H 0.096
81. H 0.084
82. H 0.079
83. H 0.089
84. H 0.082
85. H 0.128
86. H 0.125
87. H 0.124
88. H 0.086
89. H 0.068
90. H 0.065
91. C -0.065
92. N -0.124
93. C -0.041
94. C -0.451
95. N 0.143
96. N -0.179
97. C -0.082
98. C -0.057
99. H 0.005

No. 2
The following is a DFT calculation (ωB97M-V with the def2-TZVPD basis set) of C24H29IN2O4P2STi as an isolated structure.

Geometry (Å):
Ti (0.532, -0.691, -0.571)
C (-1.198, 0.207, 2.599)
P (-0.677, -1.264, 1.682)
C (0.255, -2.255, 2.889)
C (-2.199, -2.170, 1.306)
C (-3.342, -2.073, 2.097)
C (-4.466, -2.820, 1.782)
C (-4.456, -3.672, 0.686)
C (-3.322, -3.778, -0.104)
C (-2.193, -3.022, 0.198)
P (-0.679, -3.109, -0.782)
C (0.134, -4.653, -0.263)
C (-1.175, -3.452, -2.488)
H (-1.731, -0.082, 3.505)
H (-1.838, 0.828, 1.973)
H (-0.334, 0.793, 2.904)
H (-0.406, -2.602, 3.684)
H (1.040, -1.639, 3.332)
H (0.720, -3.118, 2.416)
H (-3.371, -1.414, 2.954)
H (-5.355, -2.735, 2.392)
H (-5.336, -4.252, 0.444)
H (-3.333, -4.442, -0.959)
H (-0.615, -5.447, -0.264)
H (0.557, -4.575, 0.736)
H (0.923, -4.926, -0.963)
H (-1.693, -4.410, -2.545)
H (-0.285, -3.498, -3.114)
H (-1.823, -2.661, -2.858)
C (5.051, -2.328, -6.863)
C (4.083, -1.785, -5.856)
C (4.514, -0.930, -4.842)
C (3.619, -0.380, -3.941)
C (2.273, -0.701, -4.058)
C (1.809, -1.551, -5.056)
C (2.722, -2.094, -5.939)
S (1.104, 0.114, -3.063)
O (0.198, -0.982, -2.492)
O (0.413, 1.123, -3.789)
N (1.781, 0.559, -1.690)
C (1.589, 1.954, -1.302)
C (0.402, 2.057, -0.353)
O (0.149, 2.947, 0.385)
O (-0.354, 0.883, -0.362)
H (6.043, -2.456, -6.434)
H (5.140, -1.631, -7.699)
H (4.717, -3.283, -7.265)
H (5.566, -0.685, -4.762)
H (3.960, 0.286, -3.159)
H (0.754, -1.775, -5.156)
H (2.374, -2.756, -6.721)
H (1.393, 2.599, -2.161)
H (2.470, 2.339, -0.788)
I (3.084, -2.578, -0.664)
C (3.257, -1.109, 0.793)
C (4.407, -0.964, 1.544)
C (4.454, 0.072, 2.464)
C (3.359, 0.916, 2.590)
C (2.249, 0.690, 1.801)
N (2.189, -0.320, 0.915)
H (5.242, -1.636, 1.408)
H (5.339, 0.223, 3.068)
H (3.359, 1.746, 3.282)
H (1.385, 1.337, 1.858)

As for the total charge: +2. As for the largest force on an atom: 0.45 eV/Å. Its HOMO-LUMO gap is 7.50 eV. The multiplicity is 1. For the HOMO energy, the calculation gives -14.5 eV.

Partial atomic charges computed with the Löwdin method, in multiples of e:
1. Ti 0.751
2. C -0.206
3. P 0.891
4. C -0.200
5. C -0.366
6. C -0.053
7. C -0.028
8. C -0.028
9. C -0.055
10. C -0.377
11. P 0.865
12. C -0.251
13. C -0.225
14. H 0.063
15. H 0.072
16. H 0.044
17. H 0.071
18. H 0.052
19. H 0.034
20. H 0.108
21. H 0.125
22. H 0.125
23. H 0.112
24. H 0.069
25. H 0.029
26. H 0.033
27. H 0.063
28. H 0.051
29. H 0.069
30. C -0.026
31. C -0.236
32. C -0.010
33. C -0.063
34. C -0.323
35. C -0.041
36. C -0.007
37. S 0.677
38. O -0.478
39. O -0.189
40. N -0.274
41. C -0.124
42. C -0.504
43. O 0.180
44. O -0.186
45. H 0.088
46. H 0.103
47. H 0.088
48. H 0.128
49. H 0.114
50. H 0.126
51. H 0.129
52. H 0.141
53. H 0.140
54. I 1.216
55. C -0.721
56. C -0.076
57. C 0.003
58. C 0.006
59. C -0.105
60. N -0.100
61. H 0.118
62. H 0.135
63. H 0.133
64. H 0.102

No. 3
The following is a DFT calculation (ωB97M-V with the def2-TZVPD basis set) of a 2-piece molecular cluster, C4H6ClNS overall.

Geometry (Å):
C (2.086, -2.669, 0.595)
C (1.095, -1.770, 0.218)
C (-1.846, 0.457, -0.110)
C (-0.692, 2.615, -0.389)
N (-0.920, 1.192, -0.346)
S (-0.271, -2.185, -0.733)
Cl (-3.450, 0.499, 0.365)
H (2.985, -2.238, 1.014)
H (2.032, -3.667, 0.132)
H (0.994, -0.792, 0.503)
H (0.260, 2.697, 0.283)
H (-1.681, 3.080, -0.163)
H (-0.592, 2.781, -1.368)

As for the largest force on an atom: 4.47 eV/Å. Its HOMO-LUMO gap (alpha / beta) is 8.35 / 5.95 eV. The multiplicity is 1. For the HOMO energy (alpha / beta), the calculation gives -8.5 / -7.6 eV.

Partial atomic charges computed with the Löwdin method, in multiples of e:
1. C -0.052
2. C -0.685
3. C -0.703
4. C -0.082
5. N -0.092
6. S 0.642
7. Cl 0.648
8. H 0.043
9. H 0.051
10. H -0.019
11. H 0.133
12. H 0.091
13. H 0.027

No. 4
The following is a DFT calculation (ωB97M-V with the def2-TZVPD basis set) of C6H8HgLiO3 as an isolated structure.

Geometry (Å):
C (-1.039, 3.804, 0.419)
C (-2.172, 3.165, 0.012)
O (-2.297, 1.931, -0.365)
H (-0.107, 3.252, 0.585)
H (-1.072, 4.867, 0.666)
H (-3.092, 3.787, -0.045)
O (0.534, 0.398, -1.860)
Li (-1.122, 0.756, -1.159)
C (1.413, 0.121, -0.816)
C (1.593, -1.362, -0.600)
C (0.758, -2.105, 0.237)
C (0.743, -3.498, 0.371)
O (-0.013, -4.161, 1.199)
Hg (-1.355, -4.561, 2.864)
H (1.057, 0.566, 0.145)
H (2.416, 0.575, -0.993)
H (2.302, -1.898, -1.244)
H (0.046, -1.551, 0.868)
H (1.409, -4.086, -0.287)

As for the total charge: -1. As for the largest force on an atom: 3.70 eV/Å. Its HOMO-LUMO gap (alpha / beta) is 5.82 / 4.03 eV. The multiplicity is 3. For the HOMO energy (alpha / beta), the calculation gives -3.2 / -4.2 eV.

Partial atomic charges computed with the Löwdin method, in multiples of e:
1. C -0.086
2. C -0.511
3. O -0.326
4. H 0.014
5. H 0.006
6. H 0.083
7. O -0.086
8. Li 0.680
9. C -0.362
10. C -0.144
11. C -0.144
12. C -0.355
13. O -0.606
14. Hg 0.308
15. H 0.111
16. H 0.117
17. H 0.090
18. H 0.110
19. H 0.100